The following is a DFT calculation (ωB97M-V/def2-TZVPD) of the molecule C4H8 in a non-equilibrium geometry.

ORCA input file:
```
! wB97M-V def2-TZVPD RIJCOSX def2/J DEFGRID3
* xyz 0 1
C 0.59 -1.38 0.24
C 0.17 -0.20 0.00
C 1.07 1.01 -0.16
C -1.69 -0.06 -0.14
H -0.18 -2.07 0.51
H 1.70 -1.40 0.35
H 0.73 1.97 0.22
H 2.02 0.80 0.32
H 1.33 1.30 -1.13
H -1.98 -0.63 -1.05
H -1.85 -0.36 0.94
H -1.92 1.02 -0.10
*
```

Calculated values
E_HOMO: -9.68 eV
total energy: -157.11291 Ha
ΔE to the lowest compared entry with this formula, charge and spin: 44.6 kcal/mol
frontier orbital gap: 10.8 eV


The following is a DFT calculation (ωB97M-V/def2-TZVPD) of a cluster of 2 separate species, C4H8 in total in a non-equilibrium geometry.

ORCA input file:
```
! wB97M-V def2-TZVPD RIJCOSX def2/J DEFGRID3
* xyz 0 1
C 0.63 1.75 0.73
C 1.16 2.10 -0.44
H 0.25 0.75 0.90
H 0.63 2.46 1.55
H 1.01 1.43 -1.27
H 1.56 3.10 -0.56
C -0.50 -1.79 0.35
C -1.30 -2.07 -0.65
H -0.71 -1.63 1.40
H 0.58 -1.82 0.20
H -2.37 -1.86 -0.62
H -0.94 -2.42 -1.61
*
```

Calculated values
E_HOMO: -10.09 eV
total energy: -157.12517 Ha
ΔE to the lowest compared entry with this formula, charge and spin: 36.9 kcal/mol
frontier orbital gap: 11.3 eV


Please write out number 1 again, unchanged.
The following is a DFT calculation (ωB97M-V/def2-TZVPD) of the molecule C4H8 in a non-equilibrium geometry.

ORCA input file:
```
! wB97M-V def2-TZVPD RIJCOSX def2/J DEFGRID3
* xyz 0 1
C 0.59 -1.38 0.24
C 0.17 -0.20 0.00
C 1.07 1.01 -0.16
C -1.69 -0.06 -0.14
H -0.18 -2.07 0.51
H 1.70 -1.40 0.35
H 0.73 1.97 0.22
H 2.02 0.80 0.32
H 1.33 1.30 -1.13
H -1.98 -0.63 -1.05
H -1.85 -0.36 0.94
H -1.92 1.02 -0.10
*
```

Calculated values
E_HOMO: -9.68 eV
total energy: -157.11291 Ha
ΔE to the lowest compared entry with this formula, charge and spin: 44.6 kcal/mol
frontier orbital gap: 10.8 eV


Question: What is the ΔE to the lowest compared entry with this formula, charge and spin in the first record?
Answer: 44.6 kcal/mol


Question: Which value of total energy does entry 1 give?
Answer: -157.11291 Ha